(1)
Density functional theory data (ωB97M-V/def2-TZVPD) for a cluster of 5 separate species, C2H14N4O5 in total.

```
! wB97M-V def2-TZVPD RIJCOSX def2/J DEFGRID3
* xyz 0 1
N 3.66 2.44 0.38
C 3.29 2.21 1.60
N 2.08 2.43 1.81
O 4.03 1.76 2.48
H 2.94 2.78 -0.24
H 4.57 2.57 -0.04
H 1.51 2.78 1.06
H 1.78 2.33 2.77
N -1.91 -2.06 -1.27
C -1.81 -3.32 -1.23
N -1.40 -3.88 -2.30
O -2.18 -3.93 -0.23
H -1.68 -1.53 -2.10
H -2.50 -1.67 -0.55
H -1.17 -3.32 -3.10
H -1.20 -4.87 -2.28
O 1.92 -0.60 0.88
H 1.20 -0.94 0.34
H 1.91 0.35 0.73
O -4.09 1.67 -0.15
H -3.26 1.23 0.05
H -4.73 1.22 0.41
O -1.35 0.70 0.44
H -0.76 1.39 0.76
H -0.84 0.23 -0.21
*
```

Results
SMILES string: NC(N)=O.NC(N)=O.O.O.O
Orbital gap, eV: 9.50
Electronic energy, eV: -18499.2237
HOMO energy, eV: -9.85
Relative energy (zero: lowest compared OMol25 entry of this formula, charge and spin), kJ/mol: 204.0
LUMO energy, eV: -0.4

=====

(2)
Density functional theory data (ωB97M-V/def2-TZVPD) for the ion C3H8N4S2 with charge +2.

```
! wB97M-V def2-TZVPD RIJCOSX def2/J DEFGRID3
* xyz 2 1
N 1.60 -0.41 -1.36
C 0.73 0.09 -0.52
N 1.07 0.88 0.48
C 2.34 1.03 1.00
S 2.62 2.07 2.22
N -0.62 -0.18 -0.67
C -1.62 -0.04 0.37
N -2.70 -0.96 0.20
S -1.62 -1.27 1.63
H 1.35 -1.27 -1.98
H 2.43 0.12 -1.49
H 0.42 1.57 0.84
H 3.00 0.47 0.45
H -0.86 -0.68 -1.52
H -1.89 0.98 0.55
H -2.55 -1.56 -0.53
H -3.71 -0.82 0.31
*
```

Results
SMILES string: [NH2+]=C(NC=S)N[C@H]1[NH2+]S1
Orbital gap, eV: 6.83
Electronic energy, eV: -30852.1183
HOMO energy, eV: -16.15
Relative energy (zero: lowest compared OMol25 entry of this formula, charge and spin), kJ/mol: 116.7
LUMO energy, eV: -9.3

=====

(3)
Density functional theory data (ωB97M-V/def2-TZVPD) for a structure of composition C5H8O2.

```
! wB97M-V def2-TZVPD RIJCOSX def2/J DEFGRID3
* xyz 0 1
C 1.39 -0.74 0.88
C 0.24 -0.12 0.13
C -1.18 -0.09 0.72
O -1.82 -0.39 -0.54
C -0.54 -0.47 -1.13
C 0.23 0.81 -1.04
O -0.26 2.11 -0.92
H 1.15 -1.75 1.23
H 2.29 -0.81 0.25
H 1.66 -0.15 1.76
H -1.58 0.84 1.16
H -1.35 -0.93 1.41
H -0.29 -1.24 -1.85
H 1.03 0.80 -1.79
H -0.97 2.12 -0.26
*
```

Results
Orbital gap, eV: 9.95
Electronic energy, eV: -9406.9912
HOMO energy, eV: -9.10
Relative energy (zero: lowest compared OMol25 entry of this formula, charge and spin), kJ/mol: 274.1
LUMO energy, eV: 0.8